[1]
Formula: C3H3Br2N
Source: the Open Molecules 2025 dataset
Level of theory: ωB97M-V/def2-TZVPD

The geometry in ORCA input format:
```
! RIJCOSX wB97M-V def2-TZVPD def2/J DEFGRID3
* xyz 0 1
Br 0.3772 -0.9625 2.5165
Br 1.8300 0.0969 -1.4189
N -1.2224 0.4736 0.5744
C -1.0339 0.2260 -0.6916
C -0.0134 -0.1222 0.9285
C 0.2384 -0.5547 -0.5149
H -1.6024 0.5622 -1.5354
H 1.2543 1.9091 0.8369
H 0.1721 -1.6284 -0.6955
*
```

Calculated values
molar mass = 212.87 g/mol
lowest unoccupied orbital energy (alpha / beta) = -0.9 / -0.6 eV
orbital gap (alpha / beta) = 9.03 / 7.95 eV
relative energy (zero: lowest compared OMol25 entry of this formula, charge and spin) = 116.4 kcal/mol

---

[2]
Formula: C3H3Br2NO
Source: the Open Molecules 2025 dataset
Level of theory: ωB97M-V/def2-TZVPD

The geometry in ORCA input format:
```
! RIJCOSX wB97M-V def2-TZVPD def2/J DEFGRID3
* xyz 0 1
Br -1.7074 -0.7986 2.3113
Br 3.0858 0.8321 0.4757
O 1.5465 0.9637 -1.8520
N -1.9954 -0.3794 0.6735
C 1.4266 0.5777 -0.7372
C -0.9893 -0.1207 -0.2161
C 0.4943 -0.1032 0.0453
H -1.2457 -1.0774 -0.8193
H -1.4047 0.7356 -0.8166
H 0.7892 -0.6299 0.9355
*
```

Calculated values
molar mass = 228.87 g/mol
lowest unoccupied orbital energy (alpha / beta) = -2.4 / -1.2 eV
orbital gap (alpha / beta) = 7.04 / 8.73 eV
relative energy (zero: lowest compared OMol25 entry of this formula, charge and spin) = 82.5 kcal/mol

---

[3]
Formula: C3H3Br2O3
Source: the Open Molecules 2025 dataset
Level of theory: ωB97M-V/def2-TZVPD

The geometry in ORCA input format:
```
! RIJCOSX wB97M-V def2-TZVPD def2/J DEFGRID3
* xyz -1 1
Br -1.1896 2.1900 1.8500
Br -1.0526 -2.8843 -0.8616
O -0.1231 -0.4847 0.4255
O -3.8338 2.2986 0.4538
O -4.0280 1.8329 2.6629
C -0.9394 -0.9168 -0.5306
C -3.6734 2.0194 1.5702
C -1.7962 -0.1341 -1.2236
H -0.3613 0.4728 0.7806
H -1.7146 0.9134 -1.0853
H -2.5041 -0.5029 -2.0590
*
```

Calculated values
molar mass = 246.86 g/mol
lowest unoccupied orbital energy = 2.9 eV
orbital gap = 8.19 eV
relative energy (zero: lowest compared OMol25 entry of this formula, charge and spin) = 2.3 kcal/mol